The following is a DFT calculation (ωB97M-V/def2-TZVPD) of one molecule with the formula C5H7NO.

```
14
Properties=species:S:1:pos:R:3:forces:R:3
O -0.506965 -1.063531 -2.020117 0.1011 0.0273 0.5286
N -1.050667 0.606862 0.954288 -0.1892 -0.0456 -0.0375
C -0.169640 -1.644491 0.422385 -0.1021 -0.1721 0.0324
C 0.723126 1.609003 -0.710318 -0.0053 0.0461 0.0142
C 0.045042 -0.314214 1.149270 0.2511 -0.0984 0.2224
C -0.068004 0.483724 -0.122437 0.2252 0.1568 -0.3146
C -0.351590 -0.802838 -0.857727 -0.0680 -0.1136 -0.4078
H -0.966955 -2.315548 0.752859 0.0355 0.1304 0.0067
H 0.101330 2.257171 -1.334137 0.0375 -0.0669 0.1144
H 1.212114 2.211989 0.058550 -0.1496 -0.0538 -0.0475
H 0.764992 -2.208989 0.318751 -0.1660 0.0047 0.0079
H -1.938251 0.146693 0.755046 0.1353 0.0614 -0.0084
H 1.494149 1.170703 -1.353531 -0.0604 0.1525 0.0807
H 0.711320 -0.136534 1.987118 -0.0449 -0.0288 -0.1917
```
Forces are in eV/Å.

Properties
Orbital gap, eV: 10.392
Structure (SMILES): C[C@]12N[C@H]1CC2=O
Energy relative to the best compared isomer or geometry (same formula, charge and spin), kJ/mol: 191.8
M, u: 97.12
HOMO, Eh: -0.34669
2S+1: 1
E_tot, eV: -8834.214

Partial charges, Löwdin, in e: O 0.118; N 0.110; C -0.032; C -0.003; C -0.212; C -0.383; C -0.337; H 0.112; H 0.085; H 0.083; H 0.123; H 0.110; H 0.087; H 0.140

***

The following is a DFT calculation (ωB97M-V/def2-TZVPD) of C5H7NO as an isolated structure.

```
14
Properties=species:S:1:pos:R:3:forces:R:3
O -0.906735 0.561531 -0.598072 -0.0915 -0.0367 0.4171
N -0.016195 -1.565114 0.122792 0.0654 0.3352 -0.0858
C 1.040991 1.551946 0.380866 0.0387 0.1044 0.0963
C -1.237306 -2.012496 0.764973 -0.2166 -0.1108 0.0373
C 0.056592 -0.431783 -0.391278 0.1837 -0.4149 0.2404
C 0.152247 1.523832 -0.822935 0.0234 0.3326 -0.1019
C 1.204966 0.479235 -0.687608 0.1101 -0.1774 -0.2136
H -0.987189 -2.864470 1.403263 -0.1184 0.0838 -0.1588
H 0.602551 1.267203 1.339119 0.1525 0.0755 -0.2423
H -1.679780 -1.233356 1.401266 0.0763 -0.0510 -0.1883
H 1.840195 2.285233 0.439035 -0.2021 0.0084 -0.1526
H 2.097737 0.281757 -1.266495 -0.0873 0.0495 0.2131
H -1.995295 -2.326840 0.042764 0.0359 -0.0150 0.0204
H -0.022754 2.314157 -1.542855 0.0298 -0.1835 0.1186
```
Forces are in eV/Å.

Properties
Orbital gap, eV: 10.638
Energy relative to the best compared isomer or geometry (same formula, charge and spin), kJ/mol: 265.3
M, u: 97.12
HOMO, Eh: -0.35159
2S+1: 1
E_tot, eV: -8833.453

Partial charges, Löwdin, in e: O 0.031; N 0.062; C -0.029; C -0.120; C -0.371; C -0.214; C -0.101; H 0.068; H 0.120; H 0.080; H 0.109; H 0.140; H 0.078; H 0.148

***

The following is a DFT calculation (ωB97M-V/def2-TZVPD) of one molecule with the formula C5H7NO.

```
14
Properties=species:S:1:pos:R:3:forces:R:3
O -1.093002 -1.590123 -1.403955 0.0408 0.2788 0.3037
N 1.127950 -1.485743 0.764249 0.2211 -0.1406 -0.0845
C 0.921047 -0.133893 1.273416 -0.1079 0.1682 0.2555
C -0.836009 -0.608031 -0.744423 -0.0621 -0.2145 -0.1584
C 0.476149 -0.486577 -0.059529 -0.2059 -0.0393 -0.1871
C -1.820616 0.535672 -0.608738 -0.0477 0.0445 0.0219
C 1.441735 0.655618 0.124889 0.1105 0.1842 -0.0557
H -2.828334 0.113904 -0.636483 0.1392 0.0824 -0.0131
H -1.681426 1.103720 0.315708 0.0185 -0.0798 -0.1433
H 0.380100 0.127297 2.171950 0.0576 -0.0711 -0.1662
H -1.721999 1.220072 -1.458466 0.0472 -0.0996 0.0937
H 1.061137 1.668257 -0.013557 0.0262 -0.1479 0.0477
H 2.472035 0.502471 -0.208644 -0.1588 0.0011 0.0749
H 2.101228 -1.622650 0.483583 -0.0786 0.0335 0.0108
```
Forces are in eV/Å.

Properties
Orbital gap, eV: 10.714
Structure (SMILES): CC(=O)[C@@]12C[C@@H]1N2
Energy relative to the best compared isomer or geometry (same formula, charge and spin), kJ/mol: 286.1
M, u: 97.12
HOMO, Eh: -0.36041
2S+1: 1
E_tot, eV: -8833.238

Partial charges, Löwdin, in e: O 0.097; N 0.114; C -0.180; C -0.380; C -0.329; C -0.004; C -0.015; H 0.088; H 0.079; H 0.136; H 0.091; H 0.107; H 0.103; H 0.093

***

The following is a DFT calculation (ωB97M-V/def2-TZVPD) of one molecule with the formula C5H7NO.

```
14
Properties=species:S:1:pos:R:3:forces:R:3
O 1.452686 -0.181720 1.781516 0.1840 0.1951 -0.2441
N 0.395573 1.257108 0.341209 -0.4198 -0.2473 -0.3132
C -2.563515 -0.723009 0.193172 -0.1160 -0.0039 0.0949
C 1.490581 0.416685 0.741684 -0.0097 -0.3040 0.2539
C -0.543908 0.642663 -0.161033 0.1821 -0.0975 0.0054
C -1.494215 -0.097984 -0.668139 0.0983 0.0611 0.0186
C 2.618436 0.397860 -0.250810 0.0758 -0.0333 0.0436
H 3.396859 -0.295721 0.086221 -0.1905 0.2808 -0.1038
H -2.643602 -1.799369 0.001569 0.0240 0.2159 -0.0232
H -2.331403 -0.592992 1.253953 -0.0520 0.0095 -0.1693
H -3.538356 -0.264520 -0.004456 0.0960 -0.1236 0.0290
H 2.999387 1.421189 -0.333699 0.0822 -0.1929 -0.0701
H 2.240570 0.101483 -1.240025 0.0944 0.0897 0.2892
H -1.479088 -0.281678 -1.741160 -0.0489 0.1505 0.1891
```
Forces are in eV/Å.

Properties
Orbital gap, eV: 9.880
Structure (SMILES): CC=C=NC(C)=O
Energy relative to the best compared isomer or geometry (same formula, charge and spin), kJ/mol: 140.3
M, u: 97.12
HOMO, Eh: -0.33035
2S+1: 1
E_tot, eV: -8834.749

Partial charges, Löwdin, in e: O 0.107; N 0.164; C -0.102; C -0.512; C -0.109; C -0.138; C -0.004; H 0.089; H 0.073; H 0.079; H 0.071; H 0.089; H 0.089; H 0.106

***

The following is a DFT calculation (ωB97M-V/def2-TZVPD) of C5H7NO as an isolated structure in a non-equilibrium geometry.

```
14
Properties=species:S:1:pos:R:3:forces:R:3
O -1.565748 -1.817109 0.866867 -0.0906 0.3283 -0.3900
N 2.413784 1.363630 -1.001020 -0.4270 -1.3149 -1.3858
C 0.572246 -0.251614 -0.117857 0.6413 0.7046 0.0401
C 1.604069 0.568522 -0.731482 1.4780 -0.2982 -3.4813
C 0.806837 0.751247 1.104823 0.6480 1.0663 0.4750
C -1.828103 -1.106375 -0.072524 0.2260 -0.1363 0.2808
C -0.804643 -0.260179 -0.805252 0.2236 0.2020 0.1341
H -2.867411 -1.048311 -0.467054 0.2200 0.0015 0.0428
H 1.134858 0.189970 1.982980 -0.1666 0.2953 0.0022
H 1.698783 1.470731 0.608052 -3.0267 -1.3366 3.7384
H 0.887417 -1.288163 0.085298 0.0531 0.5803 0.0395
H -1.196690 0.759404 -0.901310 -0.0002 -0.0870 0.0028
H -0.109137 1.321336 1.282963 0.1513 -0.0884 0.2418
H -0.746261 -0.653087 -1.834482 0.0698 0.0828 0.2597
```
Forces are in eV/Å.

Properties
Orbital gap, eV: 10.594
Energy relative to the best compared isomer or geometry (same formula, charge and spin), kJ/mol: 297.8
M, u: 97.12
HOMO, Eh: -0.36253
2S+1: 1
E_tot, eV: -8833.117

Partial charges, Löwdin, in e: O 0.060; N 0.131; C -0.272; C -0.299; C -0.048; C -0.251; C -0.125; H 0.125; H 0.080; H 0.112; H 0.150; H 0.127; H 0.080; H 0.131

***

The following is a DFT calculation (ωB97M-V/def2-TZVPD) of one molecule with the formula C5H7NO.

```
14
Properties=species:S:1:pos:R:3:forces:R:3
O -0.258015 -0.230653 1.491070 -0.1745 0.0908 -0.0502
N -1.719328 -1.838256 0.453136 -0.0443 0.1117 0.1887
C 1.208731 0.301516 -0.602048 -0.0149 0.0017 0.0370
C -0.824323 0.777403 0.640660 0.3772 0.3713 0.1579
C -0.563531 -1.046797 0.399513 0.0461 -0.0162 -0.3975
C 0.391240 1.454673 -0.001486 -0.1003 0.0226 0.0105
C 0.187723 -0.818042 -0.694567 -0.0911 -0.0197 0.0190
H -0.036675 -1.345973 -1.614886 0.1667 -0.0784 0.1105
H 2.032724 -0.013620 0.048129 -0.0973 0.0572 -0.1226
H 1.635122 0.548552 -1.577007 -0.1218 -0.0245 0.1423
H 0.039821 2.142997 -0.777453 0.1045 -0.1075 0.1577
H -1.900114 -2.091793 1.420718 0.0706 -0.0557 -0.1062
H -2.472002 -1.203190 0.191121 -0.1463 -0.2810 -0.0268
H 0.898479 2.037339 0.778909 0.0254 -0.0723 -0.1203
```
Forces are in eV/Å.

Properties
Orbital gap, eV: 8.553
Energy relative to the best compared isomer or geometry (same formula, charge and spin), kJ/mol: 448.4
M, u: 97.12
HOMO, Eh: -0.30480
2S+1: 1
E_tot, eV: -8831.556

Partial charges, Löwdin, in e: O -0.069; N 0.110; C -0.160; C 0.034; C -0.487; C -0.206; C 0.020; H 0.127; H 0.118; H 0.110; H 0.102; H 0.094; H 0.091; H 0.115

***

The following is a DFT calculation (ωB97M-V/def2-TZVPD) of C5H7NO as an isolated structure.

```
14
Properties=species:S:1:pos:R:3:forces:R:3
O -1.077050 -0.179950 -1.724439 -0.0973 -0.1714 -0.1351
N 0.107086 -0.224681 1.491142 -0.0497 0.2015 0.1380
C 0.896118 1.104251 -0.093276 0.1017 -0.0163 0.0137
C -1.024990 -0.361726 -0.333380 0.0156 -0.0472 0.3376
C 0.106789 -1.142097 0.308972 0.0131 -0.4035 -0.1290
C 1.249173 -0.216552 0.552582 0.4218 -0.0408 -0.1485
C -0.487664 0.799174 0.497822 -0.3339 0.3281 0.0722
H 2.226421 -0.560200 0.879153 -0.1642 -0.1069 -0.1742
H 0.974606 1.120765 -1.182366 -0.0720 0.2381 0.1087
H -1.427284 -0.994197 -2.107075 0.0478 0.2168 -0.0596
H -1.124453 1.580304 0.911084 -0.0133 -0.0874 -0.2740
H 0.203437 -2.221413 0.378948 -0.0402 0.1549 0.2148
H 1.372475 1.980176 0.350637 -0.0156 -0.2066 0.0873
H -1.994663 -0.683853 0.070195 0.1864 -0.0594 -0.0519
```
Forces are in eV/Å.

Properties
Orbital gap, eV: 10.423
Energy relative to the best compared isomer or geometry (same formula, charge and spin), kJ/mol: 287.5
M, u: 97.12
HOMO, Eh: -0.35337
2S+1: 1
E_tot, eV: -8833.223

Partial charges, Löwdin, in e: O -0.006; N 0.082; C -0.070; C -0.317; C -0.162; C -0.217; C -0.188; H 0.133; H 0.107; H 0.099; H 0.139; H 0.133; H 0.111; H 0.154

***

The following is a DFT calculation (ωB97M-V/def2-TZVPD) of one molecule with the formula C5H7NO in a non-equilibrium geometry.

```
14
Properties=species:S:1:pos:R:3:forces:R:3
O 1.373426 0.359537 -0.815317 0.1888 0.0704 -0.1861
N 1.804428 -1.838769 -0.241601 -0.2493 0.3504 0.0338
C 1.008105 -0.860814 -0.278842 -0.0136 0.0003 0.1659
C -1.294054 -0.569498 -1.050771 -0.3040 0.1789 -0.2991
C 0.358870 1.347317 -0.727000 -0.0519 0.2349 -0.2279
C -0.438634 -0.900286 0.146581 0.1228 1.0953 0.2978
C -0.923800 0.666369 -0.350974 -0.0873 0.3283 -0.8346
H 0.252069 1.821670 -1.700943 0.2462 0.1685 -0.1162
H -2.331400 -0.882251 -1.029642 0.0259 0.0656 -0.0626
H 2.711066 -1.580529 -0.643244 -0.2429 -0.0059 0.0799
H 0.653075 2.100553 0.014366 -0.1214 -0.0963 -0.1045
H -1.733154 1.251122 0.090460 0.4132 -0.2196 0.3406
H -0.828126 -0.626967 -2.031878 0.0590 -0.4590 0.1856
H -0.664164 -0.014178 0.900211 0.0146 -1.7118 0.7275
```
Forces are in eV/Å.

Properties
Orbital gap, eV: 9.697
Structure (SMILES): [H]/N=C1\OC[C@H]2C[C@@H]12
Energy relative to the best compared isomer or geometry (same formula, charge and spin), kJ/mol: 370.5
M, u: 97.12
HOMO, Eh: -0.32762
2S+1: 1
E_tot, eV: -8832.363

Partial charges, Löwdin, in e: O -0.031; N 0.157; C -0.449; C -0.118; C -0.160; C -0.044; C -0.216; H 0.128; H 0.108; H 0.065; H 0.131; H 0.151; H 0.132; H 0.146

***

The following is a DFT calculation (ωB97M-V/def2-TZVPD) of one molecule with the formula C5H7NO.

```
14
Properties=species:S:1:pos:R:3:forces:R:3
O 1.074459 0.611452 -1.769071 0.0456 0.2982 -0.4182
N 1.646622 -1.706496 0.001592 -0.6100 0.4523 -0.0835
C 0.284646 1.483051 -0.999792 -0.0575 0.2903 0.1426
C 0.524867 -1.183126 -0.139490 -0.2556 -0.3023 -0.0027
C -0.978386 -0.708106 -0.846565 0.1674 -0.4014 0.2136
C -0.803001 0.670942 -0.301203 0.1834 0.0354 0.0261
C -0.462886 -0.489809 0.578218 0.1897 0.0802 0.7177
H 0.926761 1.994521 -0.277227 -0.0215 -0.0186 -0.1044
H 0.429172 -0.074942 -2.037859 0.5770 0.2195 -0.2077
H -0.175779 2.232428 -1.659325 -0.0868 0.0118 0.2404
H -1.666298 1.220145 0.080711 0.0247 -0.2419 -0.4015
H 2.253669 -2.045610 -0.736491 -0.7947 -0.2375 -0.3027
H -1.972783 -1.123526 -1.034318 0.7248 -0.3831 -0.1240
H -0.939364 -0.803488 1.486825 -0.0865 0.1971 0.3042
```
Forces are in eV/Å.

Properties
Orbital gap, eV: 10.120
Structure (SMILES): [H]/N=C1\[C@@H]2[C@H](CO)[C@H]12
Energy relative to the best compared isomer or geometry (same formula, charge and spin), kJ/mol: 432.8
M, u: 97.12
HOMO, Eh: -0.33738
2S+1: 1
E_tot, eV: -8831.717

Partial charges, Löwdin, in e: O -0.094; N 0.175; C -0.226; C -0.242; C -0.035; C -0.214; C -0.141; H 0.125; H 0.066; H 0.117; H 0.146; H 0.070; H 0.114; H 0.139

***

The following is a DFT calculation (ωB97M-V/def2-TZVPD) of one molecule with the formula C5H7NO in a non-equilibrium geometry.

```
14
Properties=species:S:1:pos:R:3:forces:R:3
O -0.269552 -0.828491 -1.151493 -0.2628 -0.1477 0.7676
N 1.771747 -0.283648 -0.840635 -0.6351 -0.9749 0.5838
C -0.213431 0.626350 -0.578405 -0.2642 -1.4509 -0.1017
C 0.692348 0.247935 -1.721924 0.7072 2.3565 -3.2052
C -1.496739 1.327681 -0.329734 0.1714 0.2241 -0.0033
C 0.506601 -1.253920 1.258301 -0.0405 -0.0611 -0.2953
C 0.593655 -0.481333 -0.019840 0.4966 0.0353 2.0530
H 1.015863 -2.208819 1.140279 0.0209 -0.0092 0.0516
H -2.333393 0.629305 -0.357430 0.0702 -0.0160 0.0887
H 0.982374 -0.682976 2.055129 0.0178 -0.0165 -0.0007
H -0.536222 -1.428990 1.516788 -0.0395 0.0063 0.0513
H -1.471153 1.821980 0.642566 -0.0446 -0.0415 -0.0199
H -1.656114 2.083626 -1.098248 0.0092 -0.0318 -0.0181
H 2.414016 0.431301 -0.515354 -0.2066 0.1273 0.0483
```
Forces are in eV/Å.

Properties
Orbital gap, eV: 8.442
Energy relative to the best compared isomer or geometry (same formula, charge and spin), kJ/mol: 614.7
M, u: 97.12
HOMO, Eh: -0.28175
2S+1: 1
E_tot, eV: -8829.832

Partial charges, Löwdin, in e: O 0.047; N 0.061; C -0.213; C -0.085; C 0.001; C 0.023; C -0.475; H 0.090; H 0.094; H 0.089; H 0.089; H 0.087; H 0.087; H 0.105